15
Properties=species:S:1:pos:R:3:forces:R:3 method="wB97M-V/def2-TZVPD" charge=0 smiles="NC(=O)NCCO" e_tot_ha=-379.1057
N -1.38908 -1.01605 1.11373 -0.38 0.27 0.25
C -1.13352 0.23897 0.50165 -0.30 0.12 0.19
O -1.93158 0.76497 -0.23396 0.35 -0.15 0.29
N 0.14777 0.74042 0.77305 -0.08 -0.17 0.10
C 0.94843 0.95673 -0.43637 -0.09 0.01 -0.13
C 1.19126 -0.41206 -1.11212 0.34 0.08 -0.06
O 0.04721 -1.23211 -1.11993 0.07 -0.40 0.01
H -2.33198 -1.33680 0.93579 0.00 0.16 0.18
H -1.08728 -1.15643 2.06793 -0.01 0.10 -0.05
H 0.66361 0.13396 1.40149 -0.12 0.03 0.02
H 1.89916 1.43052 -0.15555 -0.24 -0.14 -0.09
H 0.41058 1.65025 -1.08668 -0.03 -0.19 0.08
H 2.03379 -0.91564 -0.61094 -0.09 0.05 -0.02
H 1.47444 -0.26622 -2.16052 0.03 -0.01 0.17
H -0.23319 -1.53109 -0.22017 0.56 0.25 -0.92

***

15
Properties=species:S:1:pos:R:3:forces:R:3 method="wB97M-V/def2-TZVPD" charge=0 smiles=c1c[nH]cn1.O.O e_tot_ha=-379.1094
C 1.22485 0.33207 -1.14027 0.02 -0.32 0.47
C 0.83343 1.05137 -0.04968 0.07 0.43 -0.82
N 1.14077 0.40525 1.11293 0.24 -0.31 0.16
C 1.73106 -0.71056 0.73763 -0.21 0.29 -0.04
N 1.81100 -0.79202 -0.61011 -0.32 0.45 0.37
H 1.09125 0.45998 -2.19651 0.04 0.12 -0.06
H 0.37330 2.02169 -0.08992 -0.17 0.06 0.25
H 2.12496 -1.47537 1.38350 -0.04 -0.03 0.08
H 2.10053 -1.59349 -1.10824 0.36 -0.63 -0.50
H -2.11345 -0.13079 2.20258 -0.62 -0.74 1.27
H -0.87956 0.38164 1.51386 0.13 0.02 -0.06
O -1.84160 0.30502 1.42242 0.48 0.73 -1.03
H -2.29322 -0.14015 -0.31918 0.19 -0.06 0.40
H -2.93162 0.27749 -1.61191 -0.50 0.52 -0.46
O -2.37171 -0.39214 -1.24711 0.33 -0.52 -0.03

***

| no. | E_HOMO (eV) | frontier orbital gap (eV) | LUMO level (eV) |
| --- | --- | --- | --- |
| 1 | -9.7 | 10.3 | 0.6 |
| 2 | -9.1 | 9.9 | 0.9 |